[1]
DFT (ωB97M-V/def2-TZVPD) results for C5H9NS in the gas phase.

Geometry (Å):
C -0.0994 1.0099 -0.3292
H 0.8890 2.9562 0.4281
H 1.9496 0.0624 0.8491
C 0.7933 1.7614 0.7324
H 1.5606 -1.8329 1.1212
H 0.1827 1.2197 -1.3888
H -2.0268 -2.6096 -1.2214
N -0.9321 -1.3998 -0.1290
C 1.2278 -0.9454 0.7155
S -2.4199 -0.2463 -2.0408
C 0.2198 -0.4914 0.0646
H -1.1976 1.2313 0.0531
C -1.7845 -1.5477 -1.2627
H -0.8276 -2.2630 0.3182
H 1.7915 1.7194 0.2317
H 0.6737 1.3758 1.8580

The value obtained for the lowest unoccupied orbital energy is 0.3 eV. The value obtained for the molecular weight is 115.2 g mol⁻¹. Its calculated total energy is -17652.4599 eV. The calculation puts the energy relative to the best compared isomer or geometry (same formula, charge and spin) at 86.1 kcal per mole. As for the SMILES: C=C(CC)NC=S.


[2]
DFT (ωB97M-V/def2-TZVPD) results for C5H9NS in the gas phase.

Geometry (Å):
H -1.3726 -1.8628 0.3095
S 0.8827 3.2121 -0.8021
H -2.0707 -0.8930 1.7360
H 1.3173 1.2240 -2.0496
C 0.8023 1.4849 -1.1502
H -0.1552 -1.7535 1.5890
H -0.7220 0.9828 2.5237
C 0.7914 -0.9979 -1.1410
C -0.4142 0.1181 0.4854
C 0.3386 0.2870 -0.6501
H -0.2477 2.0765 1.2891
H 1.4826 -1.7381 -0.6844
C -1.0065 -1.1025 1.0409
H 1.3382 -0.6932 -2.1468
H -0.2319 -1.5034 -1.7426
N -0.7322 1.1589 1.3933

The value obtained for the lowest unoccupied orbital energy is -0.6 eV. The value obtained for the molecular weight is 115.2 g mol⁻¹. Its calculated total energy is -17652.7958 eV. The calculation puts the energy relative to the best compared isomer or geometry (same formula, charge and spin) at 78.4 kcal per mole. As for the SMILES: C/C(N)=C(\C)C=S.


[3]
DFT (ωB97M-V/def2-TZVPD) results for C5H9NSi in the gas phase.

Geometry (Å):
H -1.4203 -0.9406 -0.1092
H 1.6455 0.7907 1.2601
H 1.6254 -1.4616 -0.0432
H -0.7755 -0.4486 3.9513
H -1.1986 1.8386 -0.4406
Si -0.3644 1.4662 -1.5808
H 0.8482 -0.6880 -2.2001
H -1.1602 1.4909 -2.8119
N -0.8211 0.1018 3.1000
C 0.2993 -0.2822 -1.3570
C 0.8151 0.0944 1.2012
H 0.7615 2.3977 -1.7098
C -0.5072 -1.2849 -0.5722
C 0.0329 0.0122 2.2390
C 0.7772 -0.7801 -0.0063
H -0.5578 -2.3066 -0.9204

The value obtained for the lowest unoccupied orbital energy is 1.0 eV. The value obtained for the molecular weight is 111.2 g mol⁻¹. Its calculated total energy is -14696.0732 eV. The calculation puts the energy relative to the best compared isomer or geometry (same formula, charge and spin) at 42.4 kcal per mole. As for the SMILES: N=C=C[C@H]1C[C@H]1[SiH3].


HOMO level readings, ordered: -8.440 -8.094 -8.678 eV